No. 1
{
  "formula": "C27H31FN3Nb",
  "method": "ωB97M-V with the def2-TZVPD basis set",
  "spin_multiplicity": 1,
  "energy_ev": -37217.6208,
  "homo_lumo_gap_ev": 2.562,
  "de_lowest_kcal_mol": 156.77,
  "molar_mass_g_mol": 509.47,
  "charge": 2,
  "largest_force_ev_per_a": 10.6,
  "elements": ["C", "H", "H", "H", "C", "C", "H", "C", "C", "H", "H", "H", "C", "C", "C", "H", "C", "H", "C", "H", "C", "C", "C", "C", "H", "C", "H", "C", "H", "C", "C", "H", "C", "H", "C", "H", "C", "C", "H", "C", "H", "N", "N", "Nb", "H", "H", "H", "H", "F", "C", "C", "C", "C", "N", "H", "H", "H", "H", "H", "H", "H", "H", "H"],
  "xyz": [[-0.614305, -4.418083, -0.969832], [0.011463, -4.619361, -1.827182], [-1.463839, -5.067353, -1.174464], [-0.069829, -4.686860, -0.068800], [-0.991632, -2.981374, -0.938171], [0.049649, -2.011442, -1.275714], [0.950939, -2.334317, -1.799574], [-0.419768, -0.642936, -1.457060], [-1.391483, -0.188998, -2.451559], [-2.355188, -0.660850, -2.236910], [-1.062299, -0.558902, -3.419240], [-1.478539, 0.902149, -2.507424], [-0.379694, 1.591967, -0.415888], [0.236557, 2.557582, -1.214240], [-0.123362, 3.884767, -1.017473], [0.368238, 4.631412, -1.639422], [-1.082929, 4.215157, -0.047807], [-1.332495, 5.263609, 0.076805], [-1.747479, 3.235802, 0.693657], [-2.548082, 3.519312, 1.386566], [-1.352496, 1.909354, 0.526633], [-3.345704, -3.199641, -0.314290], [-3.288466, -4.238047, 0.645974], [-4.484672, -4.709222, 1.175445], [-4.438105, -5.579605, 1.830401], [-5.714829, -4.068566, 0.942980], [-6.639551, -4.479706, 1.388800], [-5.729348, -2.970824, 0.074413], [-6.673304, -2.510522, -0.138571], [-4.555961, -2.495335, -0.469592], [4.443267, 2.353704, -2.926072], [4.900537, 3.132070, -3.533808], [3.457859, 1.431969, -3.276925], [3.223808, 1.485488, -4.345661], [2.835353, 0.494195, -2.414320], [2.149377, -0.147079, -2.977325], [3.226328, 0.494298, -0.983512], [4.049477, 1.547082, -0.892268], [3.454575, 0.209408, -0.126263], [4.850242, 2.371177, -1.539655], [5.496033, 2.994235, -0.927588], [-0.041031, 0.209282, -0.521566], [-2.178469, -2.524512, -0.708096], [1.085408, -1.126469, 0.724521], [-1.840233, 1.113940, 1.087981], [0.985322, 2.195381, -1.917877], [-2.335782, -4.733712, 0.830471], [-4.572222, -1.693237, -1.193467], [0.097724, -2.146293, 1.897494], [3.167405, 0.991987, 3.506397], [1.991471, 1.301631, 2.591830], [0.758721, 1.521383, 3.437391], [2.216736, 2.615398, 1.847172], [1.731503, 0.187692, 1.727413], [3.250755, 1.778844, 4.279764], [4.100895, 0.964237, 2.931809], [2.981140, 0.022600, 3.992539], [0.995268, 2.308225, 4.158574], [-0.090426, 1.858647, 2.844069], [0.488720, 0.618607, 3.982623], [3.119880, 2.610441, 1.221129], [1.336323, 2.877089, 1.243070], [2.330559, 3.393142, 2.621708]],
  "forces_ev_per_angstrom": [[0.073, -0.423, -0.558], [0.643, 0.139, -0.180], [-0.166, 0.070, 0.624], [-0.083, -0.371, 0.139], [-2.015, -0.382, -0.459], [1.631, 0.609, 1.281], [-0.337, -0.057, -0.498], [-1.132, 1.578, 0.492], [-0.160, 0.218, -0.953], [0.118, 0.086, 0.007], [-0.142, -0.139, -0.276], [-0.118, -0.345, 0.164], [-0.465, 0.101, 0.270], [-0.270, -0.669, 0.583], [0.143, -0.218, 0.035], [-0.290, 0.081, 0.312], [0.040, 0.193, -0.468], [-0.070, -0.133, 0.048], [0.460, 0.207, -0.179], [0.432, -0.216, -0.258], [-0.363, 0.155, -0.084], [0.347, 0.483, 2.280], [-0.550, -0.103, -1.439], [-0.217, -0.031, 0.650], [-0.135, 0.243, -0.079], [0.531, -0.535, -0.277], [0.674, 0.418, -0.345], [-0.127, -0.603, 0.748], [-0.230, 0.359, -0.125], [0.384, -0.897, -1.075], [0.183, -0.262, 2.294], [-0.237, -0.333, -0.245], [0.027, 0.112, -0.425], [-0.397, -0.529, 0.462], [1.060, 0.772, 0.072], [0.076, -0.429, 1.135], [-0.386, 5.336, -9.113], [-0.652, -0.120, -2.882], [0.162, -5.614, 8.207], [0.110, 0.581, 1.007], [0.425, 0.531, -0.844], [1.637, -1.838, 0.216], [1.295, 0.617, -0.582], [-1.565, 0.838, 0.568], [0.115, 0.095, -0.100], [-0.227, 0.524, -0.040], [-0.414, 0.134, 0.258], [-0.028, 0.301, 0.160], [0.217, 0.267, -0.144], [0.128, -0.265, 0.202], [0.002, 0.984, -0.043], [-0.492, 0.034, 0.624], [-0.160, 0.307, 0.098], [-0.068, -1.212, -0.699], [-0.003, -0.434, -0.415], [-0.027, -0.128, 0.208], [0.315, 0.327, -0.036], [-0.169, -0.109, 0.025], [0.026, -0.091, -0.019], [-0.055, -0.021, 0.056], [-0.022, 0.046, 0.049], [0.375, -0.071, 0.053], [0.146, -0.167, -0.485]]
}

No. 2
{
  "formula": "C27H31N7OS2Ti",
  "method": "ωB97M-V with the def2-TZVPD basis set",
  "spin_multiplicity": 3,
  "energy_ev": -85767.1751,
  "homo_lumo_gap_ev": [6.270, 6.266],
  "de_lowest_kcal_mol": 50.68,
  "s2": 2.031,
  "molar_mass_g_mol": 581.59,
  "largest_force_ev_per_a": 1.4,
  "elements": ["Ti", "C", "C", "N", "N", "C", "O", "C", "C", "C", "C", "C", "C", "C", "C", "C", "C", "C", "N", "H", "H", "H", "H", "H", "H", "H", "H", "H", "H", "H", "H", "C", "N", "C", "C", "N", "C", "S", "H", "H", "H", "H", "H", "H", "H", "H", "C", "C", "C", "C", "C", "C", "N", "H", "H", "H", "H", "H", "H", "H", "H", "S", "C", "C", "N", "C", "H", "H", "H"],
  "xyz": [[0.012228, 0.442776, 0.379739], [-1.324226, -1.835497, 3.774799], [-0.727453, -1.367553, 2.488448], [-1.041350, -0.204088, 1.924908], [-2.119981, 0.539619, 2.298261], [-2.351620, 1.404654, 1.352778], [-1.550296, 1.433626, 0.304480], [-3.523904, 2.282445, 1.391071], [-3.706714, 3.226987, 0.381247], [-4.826708, 4.041326, 0.386561], [-5.774267, 3.915996, 1.392225], [-5.597728, 2.971470, 2.395924], [-4.479385, 2.158502, 2.400378], [0.162736, -2.118929, 1.683876], [0.717692, -3.359296, 2.044598], [1.505092, -4.036906, 1.153193], [1.709070, -3.494628, -0.128862], [1.152047, -2.280297, -0.430996], [0.421632, -1.559524, 0.443876], [-2.212728, -1.243504, 3.980185], [-0.620306, -1.697242, 4.599588], [-1.591988, -2.890577, 3.727180], [-2.966105, 3.312709, -0.404173], [-4.963350, 4.774517, -0.397641], [-6.649097, 4.553147, 1.393376], [-6.342373, 2.868957, 3.174668], [-4.329091, 1.418290, 3.173850], [0.513034, -3.756076, 3.029390], [1.951019, -4.985592, 1.419622], [2.302580, -4.008321, -0.870087], [1.272530, -1.855112, -1.415838], [2.261765, 2.045608, -2.314843], [3.345369, 2.104697, -1.337459], [3.900167, 3.457260, -1.195040], [5.200255, 3.250631, -0.425062], [5.408696, 1.824753, -0.607336], [4.306312, 1.183538, -1.063185], [4.284316, -0.475090, -1.224298], [2.716060, 2.188491, -3.304549], [1.628236, 2.908791, -2.133372], [0.964222, 0.864701, -3.460001], [3.200146, 4.090495, -0.655084], [4.083854, 3.888415, -2.185784], [5.078947, 3.506812, 0.627586], [6.032260, 3.818627, -0.841490], [6.076093, 1.317427, -0.054299], [2.615010, -0.263702, 2.553856], [2.146563, 1.148342, 2.375649], [2.550515, 2.237531, 3.098480], [1.841063, 3.365541, 2.600927], [1.027304, 2.919808, 1.595748], [0.103036, 3.754894, 0.755512], [1.201897, 1.547965, 1.433311], [3.605992, -0.259385, 3.007010], [2.683731, -0.794184, 1.605152], [1.953358, -0.822003, 3.221081], [3.275696, 2.229969, 3.898208], [1.920518, 4.384726, 2.947154], [0.495163, 4.769428, 0.681407], [-0.890361, 3.818282, 1.203629], [-0.014715, 3.354536, -0.252011], [-0.638214, 3.021640, -3.638148], [-1.438850, 1.654976, -3.068689], [-1.018327, 0.713008, -2.138288], [0.206795, 0.523277, -1.565046], [1.366941, 0.804206, -2.451200], [-2.467111, 1.554812, -3.400332], [-1.792631, 0.035054, -1.784196], [2.026640, -0.057864, -2.413805]],
  "forces_ev_per_angstrom": [[1.129, -0.020, -0.541], [0.044, 0.072, -0.120], [-0.307, 0.010, 0.155], [-0.172, -0.488, -0.035], [-0.494, 0.329, 0.121], [0.003, -0.698, 0.870], [-0.851, 0.471, 0.034], [-0.135, 0.286, -0.160], [0.111, -0.096, 0.023], [-0.085, 0.062, 0.008], [0.048, 0.007, -0.038], [-0.052, 0.022, 0.030], [0.120, -0.027, -0.005], [-0.141, -0.129, -0.040], [-0.001, -0.003, 0.030], [-0.051, 0.049, -0.011], [-0.053, 0.098, 0.015], [0.212, -0.196, -0.278], [0.098, -0.410, 0.658], [-0.003, -0.033, 0.057], [-0.006, -0.001, 0.016], [-0.006, -0.006, 0.012], [-0.012, -0.007, 0.002], [0.013, -0.006, -0.004], [-0.008, -0.011, 0.004], [0.020, -0.006, 0.016], [-0.018, 0.001, 0.009], [0.022, -0.007, 0.000], [-0.015, -0.003, 0.028], [-0.021, 0.008, -0.022], [0.077, 0.140, 0.033], [-0.287, -0.212, 0.057], [0.182, 0.013, 0.260], [-0.081, 0.011, 0.018], [-0.017, -0.083, 0.058], [0.011, 0.316, 0.104], [-0.057, -0.020, -0.107], [-0.283, -0.213, 0.007], [-0.112, -0.003, -0.043], [0.026, 0.106, 0.031], [0.081, -0.014, -0.022], [-0.080, 0.078, -0.033], [-0.046, -0.027, 0.003], [-0.001, -0.009, 0.093], [-0.062, 0.057, 0.045], [-0.016, -0.170, -0.094], [-0.152, 0.147, 0.007], [0.370, 0.022, 0.297], [-0.032, -0.164, -0.124], [-0.105, -0.098, -0.142], [0.081, 0.611, -0.065], [0.084, -0.134, 0.135], [0.526, 0.180, 0.210], [-0.007, 0.000, -0.033], [0.099, -0.064, -0.054], [0.015, -0.051, -0.033], [0.017, -0.049, -0.032], [-0.021, 0.015, -0.066], [0.016, -0.019, -0.003], [-0.042, 0.025, -0.078], [0.003, 0.087, -0.074], [-0.104, -0.211, 0.106], [0.056, 0.343, -0.201], [0.014, -0.278, -0.244], [0.172, 0.888, -1.045], [0.380, -0.206, 0.005], [-0.036, -0.241, 0.084], [-0.043, 0.122, 0.058], [-0.017, -0.165, 0.050]]
}